1.
DFT (wB97M-V/def2-TZVPD) results for a structure of composition C12H20N3OSr at a distorted geometry.

Cartesian coordinates (Å):
C (3.194, -3.551, -2.339)
Sr (2.474, -0.799, -1.329)
N (2.379, 1.170, -0.723)
H (2.845, -0.219, -2.732)
H (1.488, 1.588, -1.030)
H (3.644, -2.616, -1.975)
H (3.645, -3.891, -3.281)
H (2.108, -3.418, -2.498)
H (3.600, -4.366, -1.600)
H (2.449, 1.327, 0.292)
H (3.130, 1.720, -1.166)
C (-2.860, 1.572, 1.090)
N (-2.323, 0.557, 0.166)
N (-1.052, 0.147, 0.073)
C (-1.010, -0.821, -0.915)
O (-0.021, -1.359, -1.419)
C (-2.285, -1.053, -1.378)
C (-3.082, -0.157, -0.699)
C (-4.559, 0.006, -0.899)
C (0.002, 0.544, 0.992)
C (0.878, -0.439, 1.495)
C (1.843, -0.117, 2.460)
C (1.959, 1.193, 2.930)
C (1.113, 2.185, 2.434)
C (0.140, 1.867, 1.479)
H (-2.582, 1.327, 2.136)
H (-3.964, 1.638, 1.040)
H (-2.509, 2.581, 0.806)
H (-2.588, -1.742, -2.156)
H (-5.094, -0.191, 0.053)
H (-4.771, 1.045, -1.232)
H (-4.931, -0.696, -1.673)
H (0.793, -1.466, 1.166)
H (2.498, -0.885, 2.849)
H (2.706, 1.443, 3.672)
H (1.210, 3.204, 2.789)
H (-0.468, 2.675, 1.123)

Output
2S+1: 1
Total charge: -1
Highest occupied orbital energy (spin up / spin down) in eV: -0.664 / 0.516
Relative energy (zero: lowest compared OMol25 entry of this formula, charge and spin) in kcal/mol: 57.70
Orbital gap (spin up / spin down) in eV: 3.20 / 2.04

2.
DFT (wB97M-V/def2-TZVPD) results for a cluster of 2 separate species, C4H9N2 in total at a distorted geometry.

Cartesian coordinates (Å):
C (-3.488, -0.033, 0.660)
C (-1.563, -0.188, -0.749)
C (1.451, 0.358, 0.117)
C (2.130, -0.885, 0.527)
N (-2.611, -0.202, -0.180)
N (1.865, 1.054, -0.868)
H (-3.851, 0.953, 0.927)
H (-3.955, -0.864, 1.126)
H (0.560, 0.647, 0.800)
H (-1.644, -0.051, -1.790)
H (2.398, -1.495, -0.314)
H (1.531, -1.477, 1.183)
H (3.014, -0.537, 1.211)
H (1.496, 1.888, -1.285)
H (2.668, 0.832, -1.365)

Output
2S+1: 1
Total charge: +1
Highest occupied orbital energy in eV: -11.877
Relative energy (zero: lowest compared OMol25 entry of this formula, charge and spin) in kcal/mol: 97.16
Orbital gap in eV: 7.37

3.
DFT (wB97M-V/def2-TZVPD) results for a cluster of 5 separate species, C33H74BF10N8O2S in total at a distorted geometry.

Cartesian coordinates (Å):
N (-1.728, 0.453, -0.864)
C (-2.344, -0.794, -1.345)
N (-1.519, -1.423, -2.384)
C (-1.655, -1.251, -3.740)
F (-2.604, -0.516, -4.256)
C (-0.662, -1.959, -4.364)
N (-0.349, -2.050, -5.713)
N (0.070, -2.546, -3.351)
C (1.268, -3.338, -3.620)
C (2.408, -2.474, -4.160)
C (3.369, -1.980, -3.089)
F (2.726, -1.983, -1.870)
F (4.432, -2.786, -2.950)
C (3.821, -0.506, -3.232)
F (2.706, 0.244, -3.200)
F (4.571, -0.180, -2.190)
S (4.737, -0.073, -4.818)
F (4.817, -1.594, -5.247)
F (6.122, -0.225, -4.071)
F (4.662, 1.450, -4.398)
F (3.366, 0.064, -5.593)
F (5.497, 0.320, -6.135)
C (-0.478, -2.239, -2.156)
C (-0.056, -2.729, -0.833)
B (-0.835, -4.108, -0.539)
O (-1.529, -4.312, 0.598)
O (-0.854, -5.063, -1.551)
H (-1.005, 0.731, -1.515)
H (-1.243, 0.308, 0.014)
H (-2.464, -1.469, -0.507)
H (-3.312, -0.534, -1.755)
H (-1.133, -1.769, -6.286)
H (-0.083, -2.984, -5.996)
H (1.541, -3.909, -2.745)
H (1.005, -4.058, -4.390)
H (2.990, -3.073, -4.855)
H (2.021, -1.634, -4.726)
H (-0.271, -1.986, -0.074)
H (1.011, -2.932, -0.807)
H (-2.229, -4.950, 0.402)
H (0.025, -5.430, -1.682)
C (-4.883, -2.591, 1.294)
C (-5.963, -2.756, 2.351)
N (-6.411, -4.125, 2.488)
C (-7.648, -4.261, 3.239)
C (-7.647, -3.841, 4.713)
C (-5.370, -5.092, 2.786)
C (-4.496, -4.853, 4.024)
H (-5.207, -3.036, 0.350)
H (-4.693, -1.528, 1.126)
H (-3.932, -3.043, 1.588)
H (-6.821, -2.149, 2.052)
H (-5.598, -2.331, 3.299)
H (-7.979, -5.300, 3.164)
H (-8.410, -3.675, 2.716)
H (-7.097, -4.542, 5.339)
H (-8.673, -3.814, 5.084)
H (-7.224, -2.846, 4.855)
H (-4.710, -5.156, 1.914)
H (-5.837, -6.077, 2.857)
H (-4.107, -3.834, 4.060)
H (-3.638, -5.529, 4.002)
H (-5.033, -5.045, 4.951)
C (-3.100, -0.144, 4.893)
C (-1.820, 0.609, 5.218)
N (-1.166, 1.139, 4.037)
C (0.197, 1.585, 4.280)
C (0.415, 2.754, 5.247)
C (-1.985, 2.011, 3.212)
C (-2.624, 3.238, 3.869)
H (-2.918, -0.911, 4.136)
H (-3.479, -0.638, 5.788)
H (-3.886, 0.520, 4.530)
H (-1.124, -0.082, 5.700)
H (-2.047, 1.388, 5.962)
H (0.652, 1.833, 3.316)
H (0.757, 0.722, 4.655)
H (0.096, 3.704, 4.820)
H (1.478, 2.844, 5.476)
H (-0.111, 2.605, 6.190)
H (-2.787, 1.407, 2.774)
H (-1.380, 2.335, 2.360)
H (-3.138, 2.986, 4.797)
H (-3.366, 3.668, 3.193)
H (-1.896, 4.019, 4.081)
C (-6.501, 7.777, 2.861)
C (-5.191, 7.289, 3.463)
N (-4.089, 8.203, 3.234)
C (-2.788, 7.621, 3.503)
C (-2.470, 7.190, 4.940)
C (-4.293, 9.563, 3.703)
C (-4.640, 9.769, 5.182)
H (-6.372, 8.027, 1.808)
H (-7.257, 6.995, 2.936)
H (-6.889, 8.655, 3.378)
H (-4.931, 6.337, 2.993)
H (-5.350, 7.073, 4.532)
H (-2.022, 8.324, 3.164)
H (-2.685, 6.744, 2.854)
H (-2.305, 8.042, 5.598)
H (-1.551, 6.599, 4.947)
H (-3.261, 6.570, 5.364)
H (-5.090, 10.009, 3.103)
H (-3.399, 10.140, 3.457)
H (-5.452, 9.116, 5.506)
H (-4.969, 10.797, 5.339)
H (-3.786, 9.600, 5.836)
C (7.725, -2.752, -5.589)
C (9.155, -3.247, -5.432)
N (9.921, -3.138, -6.655)
C (11.165, -3.888, -6.633)
C (12.240, -3.474, -5.622)
C (9.984, -1.809, -7.238)
C (10.514, -0.665, -6.365)
H (7.238, -3.237, -6.437)
H (7.151, -2.983, -4.690)
H (7.681, -1.673, -5.737)
H (9.126, -4.303, -5.152)
H (9.622, -2.717, -4.586)
H (11.593, -3.867, -7.638)
H (10.907, -4.936, -6.449)
H (12.719, -2.535, -5.895)
H (13.022, -4.235, -5.588)
H (11.837, -3.376, -4.613)
H (8.979, -1.539, -7.574)
H (10.579, -1.871, -8.152)
H (10.033, -0.642, -5.385)
H (10.307, 0.291, -6.851)
H (11.590, -0.723, -6.213)

Output
2S+1: 1
Total charge: +1
Highest occupied orbital energy in eV: -9.214
Orbital gap in eV: 6.53